(1)
{"formula": "C32H50N2O18", "method": "ωB97M-V/def2-TZVPD", "symbols": ["C", "C", "C", "O", "C", "O", "O", "H", "H", "H", "H", "H", "H", "C", "C", "C", "O", "C", "O", "O", "H", "H", "H", "H", "H", "H", "C", "C", "C", "O", "C", "O", "O", "H", "H", "H", "H", "H", "H", "C", "C", "C", "O", "C", "O", "O", "H", "H", "H", "H", "H", "H", "C", "C", "C", "O", "C", "O", "O", "H", "H", "H", "H", "H", "H", "C", "C", "C", "O", "C", "O", "O", "H", "H", "H", "H", "H", "H", "C", "C", "C", "C", "N", "H", "H", "H", "H", "H", "H", "H", "C", "C", "C", "C", "N", "H", "H", "H", "H", "H", "H", "H"], "xyz": [[18.61400, -17.05700, 11.41900], [17.33600, -16.46000, 10.73500], [17.08600, -15.06200, 11.22300], [16.84200, -14.43700, 10.04700], [17.39000, -15.08100, 8.97600], [17.49000, -14.66800, 7.82800], [17.67300, -16.29500, 9.39200], [18.44800, -17.30700, 12.47000], [19.53000, -16.45000, 11.39400], [18.94000, -17.82200, 10.92100], [16.47700, -17.05000, 10.81800], [18.02400, -14.68200, 11.61000], [16.43500, -14.91400, 12.07400], [22.76500, -17.48400, 2.48900], [21.56800, -16.80500, 1.82800], [20.81400, -17.63900, 0.85100], [19.63600, -17.94600, 1.60400], [19.43700, -17.11300, 2.52900], [18.45400, -17.14400, 3.24700], [20.52300, -16.33300, 2.64900], [23.62800, -17.24500, 1.98200], [22.68900, -18.60600, 2.60300], [22.79000, -17.08700, 3.46300], [21.90700, -15.95700, 1.28000], [21.22300, -18.56800, 0.51600], [20.51500, -17.13900, -0.06500], [20.39800, -13.14000, 8.63200], [20.94500, -14.27200, 9.48300], [22.45300, -14.42800, 9.48600], [22.73500, -14.11400, 10.88600], [21.61600, -13.77300, 11.52700], [21.58900, -13.44400, 12.64500], [20.58000, -13.88300, 10.79000], [20.81700, -12.22200, 8.97000], [19.31300, -13.22600, 8.39100], [20.91900, -13.18000, 7.64500], [20.43300, -15.18600, 9.27400], [23.01100, -13.93000, 8.74300], [22.65100, -15.51600, 9.26600], [22.12900, -12.59400, 5.19000], [22.29000, -14.09700, 4.69200], [23.75000, -14.28700, 4.32300], [24.19100, -15.27200, 5.35600], [23.25000, -15.70400, 6.04800], [23.34200, -16.43300, 7.02600], [22.17700, -14.99500, 5.79000], [22.82600, -11.96800, 4.53000], [22.46500, -12.45800, 6.17900], [21.16900, -12.05300, 4.96100], [21.46000, -14.36600, 4.00100], [24.33600, -13.40000, 4.47700], [23.98700, -14.60300, 3.30200], [15.66400, -16.77600, 5.04600], [14.90500, -15.95300, 6.03300], [13.36100, -16.02400, 5.83800], [12.88400, -15.95300, 7.19500], [13.86400, -16.31300, 8.01200], [13.84600, -16.40300, 9.22500], [15.02800, -16.43600, 7.35300], [15.43800, -17.79900, 5.19900], [16.74700, -16.57400, 5.25200], [15.56000, -16.44000, 3.98900], [15.17800, -14.87700, 5.89100], [13.12700, -17.00400, 5.41400], [12.98400, -15.22600, 5.11600], [17.22700, -19.64400, 8.90000], [15.73700, -19.65700, 8.52800], [15.51800, -19.92600, 7.08600], [14.92700, -21.20400, 7.04700], [14.60600, -21.62400, 8.23400], [14.19500, -22.74900, 8.40000], [14.96700, -20.76000, 9.14200], [17.59300, -20.62400, 8.54600], [17.25000, -19.65700, 10.01200], [17.78700, -18.76100, 8.39800], [15.40100, -18.67500, 8.72800], [16.32500, -19.85800, 6.35600], [14.83200, -19.20500, 6.59700], [21.01400, -18.81200, 5.35700], [19.62200, -18.72300, 6.02500], [19.51200, -17.51900, 6.89700], [20.28700, -17.67000, 8.24600], [20.86200, -17.75600, 9.30100], [21.75200, -19.07200, 6.02600], [21.29500, -17.86200, 4.88400], [21.01200, -19.56300, 4.59400], [19.36000, -19.66400, 6.43700], [18.93300, -18.71800, 5.18700], [18.49000, -17.11600, 7.10500], [20.13900, -16.73100, 6.44200], [15.96500, -19.61200, 3.07300], [17.04900, -20.14100, 2.06300], [18.04700, -20.99400, 2.97200], [19.14800, -21.60500, 2.31800], [20.12100, -22.04800, 1.76000], [15.37200, -20.34600, 3.60500], [15.21300, -19.07400, 2.51400], [16.25900, -18.94200, 3.73500], [17.51000, -19.38700, 1.45300], [16.54500, -20.68100, 1.36700], [17.58700, -21.85300, 3.40600], [18.48000, -20.41700, 3.77900]], "forces_ev_per_a": [[-2.1, 3.9, 2.6], [3.1, -0.4, 2.6], [2.1, -0.9, 1.5], [-1.2, 3.3, -3.2], [-1.4, 0.9, -0.8], [0.0, -0.6, 2.4], [0.7, -0.8, -1.8], [-0.2, -0.1, -0.1], [-0.7, 0.8, -0.1], [1.3, -5.0, -2.7], [-1.2, -1.3, 0.0], [0.5, 0.2, 0.1], [-1.1, 0.0, -0.6], [-2.7, -1.7, 0.8], [1.0, -0.3, -1.3], [-1.1, -0.7, -0.8], [-0.2, -2.9, -3.3], [-1.5, 0.6, 3.3], [1.3, 0.9, -0.7], [0.0, 1.1, 1.7], [2.0, 0.5, -1.2], [-0.1, 1.2, -0.3], [0.5, 0.5, 1.4], [0.5, 0.9, -0.1], [0.6, -0.6, 0.3], [-0.2, 0.5, 0.0], [0.7, -1.2, -2.7], [-1.3, 1.6, -1.5], [-1.1, -3.0, 1.7], [1.6, -0.1, -1.7], [1.8, -0.4, 0.2], [0.2, 0.9, 3.0], [-2.3, -0.7, -1.0], [-0.5, 1.0, 0.9], [0.8, 0.5, 0.7], [-0.6, -0.4, 0.3], [-0.1, -0.7, -0.2], [0.6, 1.5, -0.3], [0.2, 1.0, 0.7], [-0.1, 0.7, -3.5], [-0.8, 1.7, 0.9], [0.5, -1.2, 0.3], [4.6, 1.4, -4.7], [-1.7, -0.9, 5.0], [-0.3, 0.3, -1.9], [-3.5, 0.1, 0.2], [-0.6, -0.9, 0.9], [0.2, 0.0, 1.3], [0.5, -1.2, 0.7], [1.1, 0.1, 0.0], [0.2, 0.3, 0.4], [-0.2, -0.6, 0.3], [1.9, 1.6, -0.1], [-1.8, 1.4, -1.6], [0.9, 0.2, -1.0], [-0.9, 0.1, -0.6], [1.1, 0.8, 2.6], [-0.7, -0.3, -1.9], [0.8, -0.2, -0.2], [-0.2, -1.0, -0.2], [-0.7, -0.6, -0.2], [-0.4, -0.3, 0.8], [0.2, -0.7, 0.9], [-0.4, 0.0, 0.1], [0.2, -0.9, 1.6], [-0.3, -0.6, 0.1], [1.4, -0.2, -0.2], [-1.3, 0.8, -2.3], [0.4, 0.4, -2.8], [0.0, -3.3, 0.2], [-0.3, 1.3, 0.5], [0.9, 2.4, 1.8], [0.5, 0.5, 0.2], [0.6, 0.4, -0.7], [-1.1, -1.6, 1.1], [-1.3, 0.7, 1.0], [0.8, -0.5, 0.6], [-0.3, -0.3, 0.7], [-1.7, 0.8, -0.8], [0.8, -0.4, -2.0], [1.2, 1.1, 2.1], [1.4, -0.5, 3.5], [-2.7, 0.4, -5.3], [1.8, -0.4, 1.7], [-0.2, -0.1, 0.2], [-0.1, -0.6, -0.6], [0.0, -0.8, 1.2], [-0.5, 0.9, -0.1], [0.9, -0.4, -0.1], [-0.7, 0.1, -0.1], [-1.3, -2.1, -3.9], [0.5, 0.5, 4.3], [-0.8, 0.8, -1.1], [6.4, -2.2, -4.1], [-4.8, 2.1, 2.8], [0.3, -0.8, 0.0], [-0.3, 0.2, -0.5], [2.1, 2.9, 3.0], [0.6, 0.7, 0.5], [-1.3, -2.4, -1.8], [-1.2, -0.3, 0.6], [-0.2, 0.5, 0.2]], "lowdin_charge": [0.007, -0.270, -0.131, 0.088, -0.525, 0.112, 0.069, 0.102, 0.086, -0.025, 0.135, 0.124, 0.150, 0.017, -0.311, -0.048, 0.103, -0.604, 0.130, 0.091, 0.062, 0.124, 0.047, 0.144, 0.137, 0.140, 0.011, -0.307, -0.044, 0.094, -0.683, 0.181, 0.101, 0.088, 0.086, 0.064, 0.106, 0.110, 0.125, -0.012, -0.256, -0.018, 0.126, -0.684, 0.120, 0.057, 0.097, 0.054, 0.098, 0.152, 0.116, 0.131, -0.030, -0.341, -0.064, 0.091, -0.557, 0.141, 0.064, 0.035, 0.096, 0.117, 0.167, 0.127, 0.160, 0.006, -0.264, -0.118, 0.097, -0.634, 0.141, 0.137, 0.099, 0.099, 0.094, 0.114, 0.129, 0.120, -0.059, -0.256, -0.153, -0.141, 0.167, 0.056, 0.059, 0.067, 0.096, 0.073, 0.099, 0.109, -0.079, -0.142, -0.170, -0.237, 0.122, 0.084, 0.078, -0.033, 0.089, 0.066, 0.116, 0.097], "total_charge": 0, "smiles": "C[C@H]1COC(=O)O1.C[C@H]1COC(=O)O1.C[C@H]1COC(=O)O1.C[C@H]1COC(=O)O1.C[C@H]1COC(=O)O1.C[C@H]1COC(=O)O1.CCCC#N.CCCC#N", "homo_lumo_gap_ha": 0.37622, "e_above_lowest_ev": 0.764, "homo_energy_ev": -10.5, "molar_mass_da": 750.748, "largest_force_ev_per_a": 7.8}

(2)
{"formula": "C16H43NO17S5", "method": "ωB97M-V/def2-TZVPD", "symbols": ["C", "C", "O", "S", "C", "O", "O", "H", "H", "H", "H", "H", "H", "H", "H", "C", "C", "O", "S", "C", "O", "O", "H", "H", "H", "H", "H", "H", "H", "H", "C", "C", "O", "S", "C", "O", "O", "H", "H", "H", "H", "H", "H", "H", "H", "C", "C", "O", "S", "C", "O", "O", "H", "H", "H", "H", "H", "H", "H", "H", "C", "C", "O", "S", "C", "O", "O", "H", "H", "H", "H", "H", "H", "H", "H", "C", "N", "O", "O", "H", "H", "H"], "xyz": [[3.34239, -4.25499, -0.93101], [3.28018, -4.21333, 0.56879], [2.39047, -5.25134, 1.04361], [2.89453, -6.20593, 2.18084], [3.99320, -7.26655, 1.28649], [3.66573, -5.45750, 3.11418], [1.76028, -6.93804, 2.59926], [2.37400, -4.07905, -1.39625], [3.60943, -5.27915, -1.22148], [4.13454, -3.61642, -1.31566], [4.26948, -4.30438, 1.02690], [2.90217, -3.28037, 0.98360], [4.27018, -8.06829, 1.96720], [4.84429, -6.66048, 0.99300], [3.42619, -7.68006, 0.45718], [-1.07435, -1.02751, -3.01338], [-0.44582, -1.86431, -1.91722], [0.67100, -1.12919, -1.36489], [0.90903, -1.20050, 0.19362], [-0.10755, 0.13887, 0.75462], [0.42818, -2.44200, 0.68940], [2.27576, -0.84210, 0.39277], [-0.39492, -0.89719, -3.85832], [-1.26399, -0.00927, -2.66464], [-2.00510, -1.47303, -3.35824], [-1.18286, -2.09721, -1.15176], [-0.05969, -2.79285, -2.33284], [-0.36929, -0.03169, 1.79526], [-0.99648, 0.14781, 0.12879], [0.47165, 1.04789, 0.64732], [2.66502, 2.81140, 0.98070], [3.17107, 2.20463, -0.28812], [4.42848, 1.52671, -0.00892], [5.35041, 1.14602, -1.22983], [4.69647, -0.42690, -1.66257], [5.11750, 2.04701, -2.31099], [6.65619, 0.98850, -0.69567], [3.26446, 3.63354, 1.36461], [2.44810, 2.10474, 1.77863], [1.68040, 3.21559, 0.71009], [2.49604, 1.44806, -0.69177], [3.30009, 2.95618, -1.06581], [5.28519, -0.83074, -2.48239], [3.65405, -0.28945, -1.94526], [4.71590, -1.08479, -0.79799], [1.10094, 3.09155, 7.18632], [0.99134, 2.75568, 5.72161], [0.14032, 3.74562, 5.10048], [-0.35301, 3.50440, 3.62385], [-2.03030, 3.05162, 3.89277], [-0.27804, 4.75247, 2.94459], [0.30659, 2.34709, 3.10536], [1.63364, 2.30480, 7.71487], [0.08568, 3.15729, 7.58318], [1.57043, 4.05735, 7.36904], [1.92781, 2.65549, 5.17499], [0.53542, 1.76393, 5.62215], [-2.48011, 2.96159, 2.90442], [-2.52968, 3.88264, 4.38838], [-2.04847, 2.13248, 4.46752], [-6.82219, 1.34017, -6.01037], [-6.30814, 0.71326, -4.74398], [-6.55907, -0.70912, -4.82998], [-6.07551, -1.59635, -3.61860], [-7.30513, -1.27508, -2.38642], [-6.19663, -2.93774, -4.05761], [-4.82466, -1.09647, -3.13577], [-6.53445, 2.38757, -6.08139], [-7.90829, 1.27055, -6.07533], [-6.42877, 0.81845, -6.88468], [-5.24920, 0.89000, -4.56978], [-6.84265, 1.12923, -3.88383], [-7.14747, -2.00401, -1.59733], [-8.27212, -1.40131, -2.86499], [-7.13974, -0.26329, -2.02800], [-0.61950, 5.19977, -0.36525], [-1.14146, 3.82553, -0.17099], [-2.16416, 3.68084, 0.46607], [-0.49177, 2.92460, -0.66415], [-0.49383, 5.34769, -1.43395], [0.33672, 5.25514, 0.14655], [-1.32656, 5.91424, 0.03841]], "forces_ev_per_a": [[0.1, -1.0, -0.1], [0.2, 0.8, 0.6], [-0.1, 0.1, -0.3], [0.5, 0.1, -0.3], [-0.4, 0.0, 0.3], [0.3, 0.2, 0.4], [-0.7, -0.5, 0.2], [0.0, 0.4, 0.0], [0.1, 0.1, 0.0], [-0.2, 0.3, 0.0], [0.0, -0.4, -0.1], [-0.2, 0.0, -0.3], [0.2, 0.1, 0.0], [0.1, -0.2, -0.2], [0.2, 0.0, -0.1], [0.4, 0.5, -0.1], [-0.5, 0.1, -0.7], [0.2, -0.1, -0.1], [0.0, 0.8, 0.2], [0.1, -0.5, 0.0], [-0.3, -0.6, 0.2], [0.3, 0.0, -0.1], [0.0, -0.3, 0.0], [-0.2, -0.1, 0.2], [0.0, 0.0, 0.0], [0.1, 0.0, 0.2], [0.0, -0.1, 0.2], [0.1, 0.0, 0.0], [-0.1, 0.1, 0.1], [-0.1, 0.1, 0.0], [-1.0, 0.2, 0.0], [0.2, -0.4, -0.2], [0.0, 0.5, -0.1], [-0.2, -0.4, 0.2], [-0.3, -0.2, 0.0], [-0.1, 0.3, -0.3], [0.4, -0.1, 0.2], [0.2, -0.1, -0.1], [0.3, -0.2, -0.1], [0.1, 0.2, 0.2], [-0.2, 0.0, 0.2], [0.3, 0.0, 0.1], [0.0, 0.1, 0.0], [0.0, 0.0, -0.2], [0.2, 0.1, 0.1], [-0.3, 0.4, -0.1], [0.0, -1.0, 0.1], [0.2, 0.3, 0.1], [-0.3, -0.5, 0.3], [-0.2, 0.7, -0.3], [0.0, 0.3, -0.2], [0.3, -0.2, -0.3], [0.1, 0.0, 0.0], [0.1, -0.1, 0.1], [0.2, -0.1, -0.1], [0.1, 0.5, 0.1], [-0.2, 0.2, 0.0], [0.1, -0.3, 0.0], [0.0, -0.1, 0.2], [-0.1, 0.0, 0.0], [-0.1, -0.2, -0.5], [-0.1, 0.4, 0.2], [0.0, 0.2, 0.0], [0.1, 0.1, 0.4], [0.2, 0.0, -0.4], [-0.1, -0.5, -0.2], [0.2, 0.1, 0.0], [0.0, 0.0, 0.1], [0.0, 0.0, 0.1], [0.1, 0.1, 0.1], [0.1, -0.1, -0.2], [0.0, -0.1, 0.0], [0.0, 0.0, 0.1], [-0.1, 0.0, 0.2], [-0.2, 0.0, 0.1], [-0.1, 0.3, -0.1], [0.1, 0.0, 0.1], [0.0, -0.1, 0.0], [-0.1, 0.0, 0.0], [0.1, -0.1, 0.0], [0.0, 0.0, 0.0], [0.0, -0.1, 0.1]], "lowdin_charge": [-0.047, -0.264, -0.248, 0.530, -0.119, -0.272, -0.257, 0.077, 0.080, 0.076, 0.115, 0.095, 0.073, 0.067, 0.073, -0.058, -0.248, -0.260, 0.553, -0.100, -0.254, -0.272, 0.081, 0.078, 0.071, 0.116, 0.121, 0.076, 0.073, 0.030, -0.066, -0.250, -0.242, 0.545, -0.132, -0.279, -0.263, 0.092, 0.071, 0.053, 0.099, 0.117, 0.077, 0.062, 0.062, -0.062, -0.260, -0.248, 0.547, -0.108, -0.260, -0.286, 0.085, 0.083, 0.082, 0.123, 0.119, 0.059, 0.079, 0.077, -0.067, -0.265, -0.249, 0.545, -0.117, -0.255, -0.286, 0.083, 0.082, 0.086, 0.116, 0.115, 0.076, 0.077, 0.064, 0.049, -0.427, 0.063, 0.053, 0.102, 0.094, 0.099], "total_charge": 0, "smiles": "CCOS(C)(=O)=O.CCOS(C)(=O)=O.CCOS(C)(=O)=O.CCOS(C)(=O)=O.CCOS(C)(=O)=O.C[N+](=O)[O-]", "homo_lumo_gap_ha": 0.39160, "e_above_lowest_ev": 0.000, "homo_energy_ev": -10.8, "molar_mass_da": 681.845, "largest_force_ev_per_a": 1.1}